# 1
Molecular formula: C5H7NO
Method: DFT, ωB97M-V/def2-TZVPD

ΔE to the lowest compared entry with this formula, charge and spin = 58.8 kcal per mole
HOMO-LUMO gap = 0.3525 Ha
SMILES string = C=C(O)CCC#N
E_HOMO = -8.9 eV
Total energy = -324.63075 hartree

```
14
Properties=species:S:1:pos:R:3:forces:R:3
C 0.099 1.322 1.150 0.3420 -1.1956 -0.5278
C 0.050 1.037 -0.136 0.9636 0.4704 -0.4768
O -0.226 2.052 -1.031 0.8174 -1.2150 -1.3930
C 0.244 -0.396 -0.644 1.5709 1.3975 -2.0409
C -0.685 -1.259 0.103 -2.6945 0.4063 0.6397
C -1.847 -0.316 0.327 2.1546 -3.2412 0.8109
N -2.795 0.280 0.203 -2.6371 1.5997 -0.1247
H 0.198 0.583 1.906 0.2359 -0.7033 0.2860
H -0.122 2.260 1.497 -0.3808 2.2996 0.6188
H 0.076 1.766 -1.942 -0.6246 0.5089 1.5540
H 1.344 -0.666 -0.402 -1.7331 0.1856 -1.3078
H -0.171 -0.419 -1.752 1.7310 -0.0087 1.8624
H -0.272 -1.813 0.925 -0.0562 0.3491 0.8457
H -1.215 -1.982 -0.482 0.3108 -0.8532 -0.7467
```
Forces are in eV/Å.


# 2
Molecular formula: C5H10BrClS
Method: DFT, ωB97M-V/def2-TZVPD

HOMO-LUMO gap = 0.3682 Ha
SMILES string = CC(C)(S)Cl.C=CBr
E_HOMO = -9.4 eV
Total energy = -3628.83367 hartree

```
18
Properties=species:S:1:pos:R:3:forces:R:3
C -2.352 -1.373 -0.525 0.3972 -0.6231 -1.2862
C -1.035 -0.895 0.028 0.9685 0.3789 0.4389
C -0.795 0.636 0.303 0.0412 -3.1900 0.4699
S 0.319 -1.534 -1.096 -0.2231 0.2301 0.2699
Cl -0.743 -1.695 1.643 0.1143 -0.1412 -0.3169
H -2.812 -0.528 -1.086 0.5935 -0.9839 -0.7094
H -3.139 -1.589 0.150 -0.3230 -0.2081 1.4156
H -2.072 -2.384 -1.013 -1.1732 1.9168 0.0531
H 0.253 0.598 0.616 -0.1096 0.9977 -0.5051
H -1.094 1.157 -0.581 0.2559 0.8007 -0.2910
H -1.373 0.810 1.188 -0.5756 0.8275 0.2468
H -0.298 -1.190 -2.246 0.0510 0.0024 0.2145
C 4.037 2.141 -0.167 -0.7418 0.5918 2.3382
C 4.547 1.088 0.444 1.0758 -0.6304 -1.7128
Br 5.733 -0.280 -0.326 -0.7182 1.0228 0.2881
H 3.385 2.689 0.616 0.9675 -0.3627 -1.8942
H 4.261 2.546 -1.144 -0.2489 -0.2803 0.0311
H 4.398 0.879 1.464 -0.3516 -0.3491 0.9494
```
Forces are in eV/Å.


# 3
Molecular formula: C5H12O2
Method: DFT, ωB97M-V/def2-TZVPD

ΔE to the lowest compared entry with this formula, charge and spin = 15.3 kcal per mole
HOMO-LUMO gap = 0.3998 Ha
SMILES string = CC[C@@H](O)[C@@H](C)O
E_HOMO = -10.0 eV
Total energy = -348.18047 hartree

```
19
Properties=species:S:1:pos:R:3:forces:R:3
C 2.251 0.138 1.462 0.0394 0.0202 -0.0304
C 0.899 0.635 0.954 -0.0912 -0.0012 0.0153
C 0.327 -0.140 -0.236 0.0647 0.1755 -0.0808
O 0.375 -1.539 -0.026 -0.0745 -0.1310 0.1650
C -1.129 0.308 -0.499 0.0962 0.1967 -0.2392
C -1.626 0.017 -1.915 -0.0191 -0.0502 -0.0552
O -1.972 -0.290 0.488 -0.1026 -0.1916 -0.2406
H 2.179 -0.863 1.903 -0.0087 0.2226 -0.1350
H 2.990 0.090 0.653 -0.0989 0.0208 0.1149
H 2.628 0.822 2.231 -0.0070 -0.1661 -0.1221
H 0.164 0.585 1.772 0.0943 0.0611 -0.1464
H 0.968 1.691 0.654 0.0045 -0.1797 0.1074
H 0.936 0.032 -1.139 -0.1615 0.0439 0.2618
H -0.088 -1.703 0.811 0.0097 -0.0050 -0.2399
H -1.183 1.390 -0.334 -0.0285 -0.0818 0.0799
H -1.205 -0.911 -2.318 -0.0719 0.0773 0.1422
H -2.720 -0.063 -1.914 0.1432 0.0249 -0.0095
H -1.379 0.833 -2.604 0.0982 -0.1681 0.1554
H -2.415 -1.034 0.056 0.1138 0.1318 0.2571
```
Forces are in eV/Å.


# 4
Molecular formula: C24H37NO6STl
Method: DFT, ωB97M-V/def2-TZVPD

Charge = +3
HOMO-LUMO gap = 0.0918 Ha
E_HOMO = -17.2 eV
Total energy = -2011.66129 hartree

```
70
Properties=species:S:1:pos:R:3:forces:R:3
C -0.083 6.730 1.990 -0.2536 0.0834 -0.0464
C -0.540 6.648 0.414 0.3604 0.1723 0.6536
C 0.117 5.289 -0.246 -0.5506 1.7697 -0.2601
O 0.356 4.200 0.729 0.8148 -1.1337 -2.6405
C 1.058 3.061 0.050 -0.3885 1.5784 0.4733
C 0.033 2.065 -0.768 -0.6982 -1.9271 -2.0118
C 0.417 1.393 -2.069 0.5860 1.0870 1.3792
C 1.882 1.582 -2.796 -1.3549 -1.3337 0.5026
C 2.633 0.089 -2.823 1.3728 0.1488 0.5468
C 3.355 -0.180 -1.345 0.0241 -0.7917 0.0545
C 2.325 -0.825 -0.233 -0.2748 0.0285 -0.6279
N 3.044 -1.473 0.960 -1.7438 -2.4381 0.5130
C 2.161 -1.299 2.213 -0.2728 0.1113 -0.1566
C 3.284 -2.954 0.712 4.6776 -1.7230 -4.0027
C 2.477 -4.159 1.527 -0.0319 0.2837 -1.2581
O 4.208 -3.367 -0.178 -6.2107 2.8778 5.4852
C -0.644 0.362 -2.849 0.0786 -0.4567 -6.3784
O -0.432 0.152 -4.166 -1.2927 1.2162 9.0684
C -1.937 -0.334 -2.047 0.4320 1.6979 1.3233
C -2.669 -1.622 -2.746 0.6463 0.4148 -0.5452
C -2.597 -3.017 -1.888 -0.2457 -0.8300 -0.7026
C -1.087 -3.597 -1.625 -0.8237 -0.9235 1.5056
S 0.101 -3.410 -3.061 0.5417 0.5452 1.2020
C -2.326 0.325 -0.768 0.6222 -1.2151 -1.4755
C -3.601 -0.223 0.106 -0.1973 1.5194 0.0124
C -3.061 -0.465 1.643 0.8606 2.0803 0.4557
O -3.803 -1.485 2.402 3.5520 -0.1440 0.7928
C -2.823 -1.957 3.426 1.4542 2.2761 6.0457
C -1.971 -3.350 3.164 -1.1762 -0.3738 -0.6051
O -2.603 -1.315 4.577 -1.7785 -3.8415 -8.0329
C -1.497 1.668 -0.219 -2.9625 3.3538 4.2816
O -2.140 2.465 0.675 4.6671 -5.3059 -6.1297
H 1.076 6.491 2.029 -2.4216 0.3763 0.1023
H -0.720 5.952 2.610 1.5889 1.6224 -1.1391
H -0.248 7.814 2.435 0.2261 -2.3533 -1.0748
H -1.719 6.654 0.298 2.3450 -0.1992 0.3663
H -0.166 7.648 -0.120 -0.6161 -2.5514 0.7542
H -0.670 4.909 -1.058 1.5472 0.2174 1.1880
H 1.112 5.626 -0.794 -1.7578 -1.0882 0.9371
H 1.891 3.555 -0.608 -1.7389 -1.3263 0.7699
H 1.610 2.404 0.879 -1.5037 1.2495 -1.5179
H 2.619 2.298 -2.235 -1.8275 -1.2257 -1.0821
H 1.665 1.881 -3.914 0.2296 -0.5505 2.1050
H 3.508 0.187 -3.622 -2.0606 -0.2918 1.6713
H 1.897 -0.777 -3.119 1.4194 1.8330 0.4815
H 4.236 -0.965 -1.472 -1.8665 1.6547 0.1536
H 3.838 0.810 -0.905 -1.0388 -2.0658 -0.9435
H 1.605 -1.658 -0.694 1.3772 1.8831 0.5890
H 1.636 0.005 0.220 1.2054 -1.4927 -0.8303
H 2.671 -1.841 3.144 -1.0597 1.5238 -2.0285
H 2.042 -0.156 2.442 0.4526 -2.3296 -0.2838
H 1.077 -1.727 1.997 1.9772 0.7129 0.6965
H 2.920 -5.220 1.268 -0.7440 2.3369 0.3180
H 2.553 -4.024 2.707 0.6267 0.4829 -8.7005
H 1.324 -4.129 1.275 2.2318 -0.0342 0.4952
H -3.793 -1.308 -3.000 2.3204 -0.5110 0.8277
H -2.159 -1.774 -3.815 -1.0081 0.3899 2.4841
H -3.173 -3.839 -2.532 1.1940 1.9462 1.3227
H -3.144 -2.988 -0.848 1.1278 0.1602 -2.0728
H -0.671 -3.160 -0.622 -0.5294 -0.6055 -1.9809
H -1.211 -4.770 -1.444 0.3639 2.5189 -0.3560
H 1.337 -3.050 -2.435 -1.7203 -0.6310 -0.4469
H -4.375 0.676 0.172 1.5684 -1.9289 -0.2026
H -4.174 -1.130 -0.360 1.5199 1.7231 0.7191
H -1.884 -0.664 1.628 -2.4099 0.0247 -0.0202
H -3.182 0.583 2.197 0.2674 -2.3727 -1.1105
H -0.815 -3.200 3.288 -2.3042 0.1076 -0.2730
H -2.294 -4.195 3.933 0.4805 2.1039 -1.4904
H -2.252 -3.753 2.096 0.7675 0.7813 2.0462
Tl 2.397 -4.159 4.216 -0.6638 -0.8977 8.1035
```
Forces are in eV/Å.


# 5
Molecular formula: C4H6IN
Method: DFT, ωB97M-V/def2-TZVPD

ΔE to the lowest compared entry with this formula, charge and spin = 53.0 kcal per mole
HOMO-LUMO gap = 0.3596 Ha
SMILES string = C[C@H](I)[C@@H]1C=N1
E_HOMO = -9.3 eV
Total energy = -508.34821 hartree

```
12
Properties=species:S:1:pos:R:3:forces:R:3
C -0.468 -1.037 -0.355 -1.9382 -1.7836 -1.8908
C 0.921 -0.477 -0.109 -1.7177 1.2903 3.1309
I 2.130 -2.163 0.515 0.0974 0.5650 -0.2681
C 0.826 0.671 1.067 -1.4513 -1.1368 -3.0500
C 0.799 2.028 0.484 1.5662 -2.6619 1.6303
N 1.904 1.663 0.985 -0.2046 1.6686 0.1625
H -0.797 -1.711 0.515 0.3139 1.1519 -1.3385
H -0.453 -1.711 -1.324 0.1420 0.9464 1.9991
H -1.334 -0.317 -0.657 1.7458 -0.6369 0.9972
H 1.301 0.052 -0.958 0.6628 -0.1834 -0.4902
H 0.113 0.583 1.908 1.1695 -0.7192 0.0088
H 0.183 2.770 0.103 -0.3858 1.4997 -0.8912
```
Forces are in eV/Å.


# 6
Molecular formula: C26H22BN5O3Zn
Method: DFT, ωB97M-V/def2-TZVPD

ΔE to the lowest compared entry with this formula, charge and spin = 0.0 kcal per mole
Charge = -2
HOMO-LUMO gap = 0.1936 Ha
E_HOMO = -0.6 eV
Total energy = -3307.69564 hartree

```
58
Properties=species:S:1:pos:R:3:forces:R:3
Zn -2.069 -1.339 -0.477 -0.2339 0.1469 -0.4992
C 1.605 0.588 4.849 0.0009 0.0052 0.0151
C 1.429 0.220 3.400 -0.0152 -0.0067 -0.0351
C 1.733 1.116 2.372 -0.0228 -0.0107 0.0084
C 1.504 0.814 1.045 0.0262 0.0003 -0.0003
C 0.947 -0.424 0.630 -0.0055 0.0354 -0.1331
N 0.595 -0.739 -0.630 0.0226 -0.1116 0.1818
C 1.359 -0.428 -1.697 -0.0787 0.0995 -0.0567
C 2.763 -0.264 -1.625 -0.0179 0.0045 0.0087
C 3.563 -0.035 -2.731 -0.0394 -0.0085 -0.0222
C 3.009 0.019 -4.001 -0.0026 -0.0079 0.0369
C 3.856 0.184 -5.237 0.0058 -0.0058 -0.0026
C 1.629 -0.153 -4.100 0.0302 -0.0546 -0.0350
C 0.788 -0.335 -3.006 0.0172 -0.0566 0.0452
N -0.610 -0.390 -3.247 -0.0109 0.2136 -0.0269
C -1.196 0.106 -4.368 -0.0412 0.0059 0.0093
C -2.467 -0.382 -4.443 0.0493 -0.0079 -0.0050
C -2.692 -1.235 -3.300 -0.0742 0.0906 0.0023
N -1.557 -1.209 -2.593 0.1468 -0.1342 0.1266
C 0.660 -1.318 1.695 0.0616 0.0241 -0.0499
C 0.880 -0.999 3.024 -0.0087 0.0294 0.0002
N 0.146 -2.611 1.387 -0.0010 -0.0141 0.0722
C 0.536 -3.795 1.902 -0.0009 0.0199 -0.0249
C -0.325 -4.755 1.417 -0.0315 -0.0130 -0.0345
C -1.227 -4.048 0.597 0.1460 -0.0070 0.0134
N -0.917 -2.764 0.590 0.0567 -0.3160 0.2978
H 2.364 1.365 4.966 -0.0005 -0.0020 -0.0007
H 1.915 -0.272 5.447 -0.0029 -0.0032 -0.0023
H 0.678 0.972 5.289 -0.0024 0.0061 -0.0086
H 2.139 2.092 2.627 -0.0001 -0.0020 -0.0035
H 1.730 1.542 0.277 0.0060 0.0063 0.0060
H 3.222 -0.339 -0.646 -0.0020 0.0163 0.0056
H 4.637 0.078 -2.601 -0.0038 0.0065 0.0017
H 4.795 0.693 -5.003 0.0000 -0.0029 0.0018
H 3.341 0.774 -5.999 0.0014 0.0034 0.0026
H 4.113 -0.778 -5.695 -0.0046 0.0019 0.0015
H 1.195 -0.160 -5.093 -0.0633 -0.0022 -0.0019
H -0.669 0.793 -5.011 0.0487 0.0077 0.0189
H -3.190 -0.133 -5.207 0.0113 -0.0064 -0.0049
H -3.660 -2.583 -1.619 0.0428 -0.0278 0.3076
H 0.591 -1.722 3.782 0.0034 -0.0025 0.0011
H 1.395 -3.853 2.549 -0.0047 -0.0007 0.0063
H -0.297 -5.814 1.613 0.0071 0.0043 0.0019
H -2.089 -4.332 0.007 -0.0077 -0.0122 0.0294
O -3.437 -2.726 -0.681 -0.0276 0.0454 -0.2836
O -2.475 0.545 2.056 0.0258 -0.0143 -0.0169
B -2.242 0.441 0.638 -0.0908 0.0936 0.0171
O -2.180 1.797 0.167 0.0158 -0.0460 -0.0041
C -2.352 2.619 1.225 0.0290 0.0079 0.0052
C -2.365 3.996 1.263 -0.0033 -0.0099 0.0131
C -2.563 4.602 2.508 0.0035 -0.0028 -0.0073
C -2.739 3.842 3.657 0.0015 -0.0048 0.0012
C -2.724 2.444 3.608 0.0003 0.0041 -0.0127
C -2.530 1.856 2.377 0.0303 0.0165 0.0306
H -2.222 4.575 0.361 0.0020 0.0016 0.0008
H -2.577 5.684 2.577 0.0010 -0.0002 -0.0011
H -2.888 4.340 4.609 0.0017 -0.0009 0.0007
H -2.856 1.840 4.496 0.0031 -0.0017 0.0020
```
Forces are in eV/Å.


# 7
Molecular formula: C2H17N2O4
Method: DFT, ωB97M-V/def2-TZVPD

ΔE to the lowest compared entry with this formula, charge and spin = 16.8 kcal per mole
Charge = +1
HOMO-LUMO gap = 0.3461 Ha
E_HOMO = -12.3 eV
Total energy = -496.62921 hartree

```
25
Properties=species:S:1:pos:R:3:forces:R:3
N 1.991 0.193 -0.494 -2.0486 -0.9376 0.2882
C 0.935 -0.298 -1.523 0.8007 2.6058 0.2458
C -0.400 -0.594 -0.852 -0.1277 -1.1415 -1.4068
N -1.114 -1.505 -1.748 0.5429 -0.6864 0.4377
H 2.070 1.206 -0.484 0.6915 -0.0400 -0.1985
H 1.595 0.009 0.441 0.5931 -0.2163 0.0614
H 2.816 -0.378 -0.571 0.7099 0.4049 0.0542
H 0.808 0.627 -2.089 -0.1624 -0.3023 -0.5442
H 1.432 -0.992 -2.188 -0.4418 -0.6703 0.3125
H -0.237 -1.124 0.081 -0.1039 0.2077 0.2875
H -0.986 0.320 -0.754 0.2943 0.1522 0.6237
H -1.767 -2.055 -1.208 -0.1218 -0.0216 -0.1585
H -1.645 -1.022 -2.448 -0.1720 0.1847 0.0268
H 2.322 -1.229 2.838 0.2254 0.0082 -0.0844
H 0.951 -0.764 2.358 -0.0324 0.1195 0.0825
O 1.902 -0.716 2.141 -0.3907 -0.1192 0.1249
H -1.389 -1.028 3.163 0.0438 -0.1352 -0.1448
H -1.034 0.417 2.910 0.0846 0.0822 -0.1630
O -0.902 -0.467 2.546 -0.0750 0.0393 0.3209
H 1.574 2.928 1.510 0.0945 -0.5925 0.4661
H 0.678 3.066 0.389 -0.5406 -0.3810 -0.1411
O 0.966 2.370 1.000 0.4215 1.0987 -0.3968
H -3.085 0.853 -2.778 -0.4241 0.2820 0.0926
H -3.843 0.859 -1.401 -0.1009 0.2008 -0.3112
O -3.185 0.405 -1.934 0.2398 -0.1421 0.1246
```
Forces are in eV/Å.


# 8
Molecular formula: C2H4NP
Method: DFT, ωB97M-V/def2-TZVPD

ΔE to the lowest compared entry with this formula, charge and spin = 48.8 kcal per mole
HOMO-LUMO gap = 0.3176 Ha
SMILES string = [H]/P=N/C=C
E_HOMO = -8.9 eV
Total energy = -474.59596 hartree

```
8
Properties=species:S:1:pos:R:3:forces:R:3
H 2.435 1.005 1.692 -0.4323 -0.8702 -0.1674
P 1.350 -0.012 1.579 0.2169 0.4491 1.1940
N 1.195 -0.016 0.046 -3.2244 -1.1599 -3.5398
C -0.197 -0.569 -0.716 4.0834 2.2760 3.5862
C -1.309 -0.008 -0.344 0.5424 0.2747 -0.0123
H -0.116 -1.010 -1.645 0.9545 -1.3187 -1.4839
H -2.072 -0.085 -1.056 -1.5789 -0.0884 -0.3667
H -1.286 0.696 0.444 -0.5618 0.4376 0.7900
```
Forces are in eV/Å.


Number 6 is which compound?
C26H22BN5O3Zn


Look up the E_HOMO of the eighth one.
-8.9 eV


Look up the HOMO-LUMO gap of the fifth one.
0.3596 Ha